# 1
Formula: C3H3ClNO
Source: OMol25
Level of theory: ωB97M-V/def2-TZVPD

CARTESIAN COORDINATES (ANGSTROEM)
C1 -0.6594 -0.5358 0.5426
C2 -1.5062 0.4147 0.7173
C3 0.7047 -0.3246 -0.0900
N1 0.4848 1.0463 -0.6099
O1 0.8092 1.3083 -1.7197
Cl1 1.2844 -1.6607 -0.9693
H1 -0.6071 -1.6252 0.9230
H2 -1.9512 1.3194 0.4880
H3 1.4410 0.0575 0.7180

## Properties
- multiplicity = 3
- Kohn-Sham gap (alpha / beta) (hartree) = 0.226 / 0.239
- LUMO level (alpha / beta) (eV) = -8.0 / -9.4
- molar mass (Da) = 104.52
- total energy (eV) = -19203.901
- ⟨S²⟩ = 2.02
- total charge = +1

# 2
Formula: C3H3ClO2
Source: OMol25
Level of theory: ωB97M-V/def2-TZVPD

CARTESIAN COORDINATES (ANGSTROEM)
C1 -0.0470 -0.0018 0.7987
C2 0.6010 -1.3772 -0.6552
C3 -0.5243 1.1511 0.0647
O1 0.2527 -0.2830 1.9085
O2 -0.0726 -1.2705 -1.6163
Cl1 1.6223 -2.6749 -0.0770
H1 0.0705 2.1089 0.4396
H2 -1.5534 1.4398 0.1076
H3 -0.3493 0.9076 -0.9706

## Properties
- Kohn-Sham gap (hartree) = 0.324
- LUMO level (eV) = 0.1
- molar mass (Da) = 106.51
- total energy (eV) = -19774.873

# 3
Formula: C3H3ClO2
Source: OMol25
Level of theory: ωB97M-V/def2-TZVPD

CARTESIAN COORDINATES (ANGSTROEM)
C1 -0.9018 -0.9179 -0.8588
C2 -0.9554 -0.3592 -2.0343
C3 0.2637 0.8856 0.1151
O1 -0.4852 -0.3772 0.2829
O2 -0.2360 1.6664 -0.8016
Cl1 -1.0028 -0.1595 -3.6195
H1 -1.3039 -1.9163 -0.6856
H2 0.1971 1.3092 1.1348
H3 1.3145 0.5633 -0.0805

## Properties
- Kohn-Sham gap (alpha / beta) (hartree) = 0.272 / 0.260
- LUMO level (alpha / beta) (eV) = -1.5 / -1.6
- molar mass (Da) = 106.51
- total energy (eV) = -19771.777

# 4
Formula: C3H3ClO2
Source: OMol25
Level of theory: ωB97M-V/def2-TZVPD

CARTESIAN COORDINATES (ANGSTROEM)
C1 1.3982 -0.5053 -1.1676
C2 1.2162 -1.6971 -0.8445
C3 -1.6454 1.1317 1.1746
O1 1.0667 -2.7855 -0.5766
O2 -2.2284 1.0632 0.1717
Cl1 -1.5238 2.5964 2.0711
H1 2.3041 -0.3113 -1.5524
H2 0.5933 0.1810 -1.0227
H3 -1.1809 0.3268 1.7465

## Properties
- SMILES = C=C=O.O=CCl
- Kohn-Sham gap (hartree) = 0.375
- LUMO level (eV) = 0.6
- molar mass (Da) = 106.51
- total energy (eV) = -19775.258

# 5
Formula: C3H3CsLiO3
Source: OMol25
Level of theory: ωB97M-V/def2-TZVPD

CARTESIAN COORDINATES (ANGSTROEM)
H1 -0.1713 2.7899 -0.2417
C1 0.5236 1.8724 -0.2500
C2 -0.0833 0.5025 -0.1275
O1 0.9837 -0.4258 0.0028
C3 0.7024 -1.7512 0.0600
O2 -0.5094 -2.0571 0.0492
O3 1.3818 2.2407 0.5276
Cs1 0.6155 -6.5512 0.3652
H2 -0.7061 0.3239 -1.0194
H3 -0.7587 0.4450 0.7406
Li1 -1.9782 2.6109 -0.1068

## Properties
- Kohn-Sham gap (alpha / beta) (hartree) = 0.150 / 0.150
- LUMO level (alpha / beta) (eV) = -4.3 / -4.3
- molar mass (Da) = 226.90
- total energy (eV) = -10044.655
- total charge = +1

# 6
Formula: C3H3F2N
Source: OMol25
Level of theory: ωB97M-V/def2-TZVPD

CARTESIAN COORDINATES (ANGSTROEM)
C1 -3.2369 0.2357 -1.6387
C2 1.4574 0.2069 0.2213
C3 0.5138 -0.6270 -0.2393
N1 -3.3858 -0.4514 -0.7145
F1 -0.3425 -1.1637 0.6240
F2 0.3033 -1.3000 -1.3720
H1 -3.6379 -0.8708 0.1159
H2 2.1056 0.6664 -0.4606
H3 1.3806 0.3694 1.2206

## Properties
- Kohn-Sham gap (hartree) = 0.407
- LUMO level (eV) = 0.9
- molar mass (Da) = 91.06
- total energy (eV) = -10082.081